Record 1
DFT (the ωB97M-V functional and the def2-TZVPD basis) results for a cluster of 4 separate species, C28H66Br2F3N3O11PS3 in total.

ORCA input file:
```
! RIJCOSX wB97M-V def2-TZVPD def2/J DEFGRID3
* xyz -1 1
H 9.025 2.855 1.607
H 4.920 4.922 -0.757
O -7.418 -9.073 5.562
H 2.999 3.821 -5.053
C 3.884 5.205 -1.003
C 4.269 6.544 1.210
C 1.714 5.184 -4.058
H 1.844 -3.151 -3.624
C -8.358 -5.589 1.755
H -6.304 -7.262 3.558
H -10.057 -10.907 4.198
C 3.004 4.340 -4.084
H -1.216 0.879 2.485
F 4.280 1.695 1.254
H -2.152 1.780 0.338
H 7.648 6.289 4.089
H -1.597 0.343 -0.514
H 3.829 5.065 -4.162
H -9.901 -12.666 4.306
H 0.035 0.859 1.231
S -6.375 -4.966 0.193
H -0.181 4.430 -4.258
H 8.570 3.242 -0.061
F 1.988 1.257 -0.079
C 3.071 3.935 -1.291
H -7.930 -11.495 5.378
H -9.699 -6.391 0.278
H 2.332 0.277 -5.577
C -9.552 -5.466 0.834
C 2.275 0.237 -4.484
H -6.289 -8.504 2.280
C -8.026 -11.647 4.303
F 4.745 -0.427 1.302
H 5.109 7.064 0.721
C 7.214 5.996 3.124
C 2.946 0.289 -0.095
H -9.428 -4.654 0.120
C 3.286 6.048 0.140
H 1.072 6.923 -3.273
C 3.720 0.463 1.238
C 4.835 5.447 2.111
H 2.519 5.443 0.648
H 0.618 6.162 -5.486
H 9.973 4.048 0.682
C 8.963 3.659 0.865
H 0.178 4.879 -2.715
H -8.526 -6.358 2.505
H 1.412 4.861 -6.070
H 4.579 -0.509 -1.089
H -8.138 -4.650 2.263
N 1.502 5.659 -5.452
O -4.444 1.974 1.451
H 5.421 4.758 1.498
O -8.808 -8.607 3.579
H 4.965 3.643 -2.775
C -5.611 -0.365 1.196
H -4.252 -5.279 -0.668
H 7.191 3.829 2.948
C -6.222 -8.326 3.349
O -7.322 -10.575 3.625
H 5.349 1.213 -2.447
C 3.838 0.268 -1.330
H 3.240 -2.122 -3.260
O -7.022 -4.795 -1.071
Br 2.646 0.322 2.871
H 3.302 0.192 -4.112
H 1.593 2.278 -4.789
H 3.954 5.817 -1.910
H -10.442 -5.272 1.433
C 5.680 5.993 3.279
H 4.112 2.255 -4.013
O -3.199 0.010 0.654
S -4.222 0.581 1.709
H -9.541 -11.829 2.786
H 2.662 6.894 -3.569
C 7.856 4.676 2.702
H -5.305 -8.730 3.768
O -7.161 -6.036 1.059
H -0.802 -0.631 1.672
H -4.423 -6.026 0.946
Br 2.002 -1.476 -0.027
H 0.720 -1.230 -4.761
H 2.011 4.175 -1.388
H 3.229 -0.133 -2.138
N 1.902 6.342 -3.187
H 2.749 6.907 -0.282
H 8.801 4.523 3.241
O 2.158 2.070 -2.820
C -9.471 -11.764 3.871
H -7.456 -12.534 4.034
N 0.543 4.459 -3.556
C 4.550 1.561 -1.773
C -4.890 -5.880 -0.024
O -3.847 0.185 3.033
C -0.924 0.443 1.530
H 5.364 7.025 3.476
H 5.063 2.002 -0.918
H -5.877 -0.077 0.183
H 3.154 3.306 -0.400
S -7.585 -9.099 4.141
H 5.443 5.429 4.191
C 2.407 -2.276 -3.959
H 7.534 6.756 2.403
O 8.114 4.694 1.313
H -5.131 -6.825 -0.501
H 3.995 4.861 2.510
C -1.939 0.717 0.448
H 3.760 7.279 1.852
H -5.353 -1.419 1.248
H -6.419 -0.139 1.887
H 2.845 -2.514 -4.938
C 1.616 1.536 -3.980
H 1.064 -0.843 -3.071
O -6.128 -3.816 1.008
C 1.530 -1.031 -4.048
P 3.665 2.969 -2.811
H 0.557 1.317 -3.763
*
```

As for the LUMO energy: 1.382 eV. The value obtained for the gap between HOMO and LUMO is 5.30 eV.

Record 2
DFT (the ωB97M-V functional and the def2-TZVPD basis) results for a cluster of 2 separate species, C3H7ClS in total.

ORCA input file:
```
! RIJCOSX wB97M-V def2-TZVPD def2/J DEFGRID3
* xyz 0 1
Cl -3.214 -2.000 -2.752
H -4.136 0.612 -1.985
H 2.664 1.050 0.329
C -2.597 -0.786 -1.703
H 0.362 -0.286 0.665
C 2.694 0.084 0.828
C -3.210 0.362 -1.500
H -1.663 -1.063 -1.235
H 3.636 -0.416 0.617
S 1.384 -0.989 0.168
H -2.793 1.102 -0.839
H 2.567 0.197 1.902
*
```

For the relative energy (zero: lowest compared OMol25 entry of this formula, charge and spin), the calculation gives 0.873 eV. As for the LUMO energy: 0.829 eV. The value obtained for the gap between HOMO and LUMO is 10.05 eV. The SMILES is C=CCl.CS.

Record 3
DFT (the ωB97M-V functional and the def2-TZVPD basis) results for a structure of composition C23H32FeO4.

ORCA input file:
```
! RIJCOSX wB97M-V def2-TZVPD def2/J DEFGRID3
* xyz -2 5
H 3.532 2.271 -2.093
H 3.969 -0.188 -2.804
H -4.160 -0.506 5.294
H 2.650 -2.744 1.207
C -1.847 1.015 -4.937
H 3.550 -0.642 -1.163
H 1.842 -0.693 -3.140
C -3.167 1.385 4.534
C -2.039 -0.679 4.496
C 5.414 1.452 -1.377
H 3.322 -4.382 -1.311
H 3.836 -4.776 0.332
C 3.893 1.468 -1.437
H 1.517 -3.806 0.313
C 3.580 -3.954 -0.336
H -2.745 0.074 -3.198
H -1.794 -1.724 4.682
C -0.414 -0.111 -1.908
C -2.208 0.321 1.025
H -0.073 0.192 3.753
C 1.919 0.081 -2.352
H 5.801 2.392 -0.986
H -2.005 1.704 -2.897
C -1.824 1.619 4.022
H -1.389 2.590 3.794
H -3.296 2.294 1.006
H -3.911 2.149 4.747
C 2.419 -3.190 0.230
H -4.594 -1.775 2.202
H 0.609 1.850 -0.359
C 0.871 -0.222 -1.331
H 5.756 0.643 -0.726
O 2.187 -2.095 -0.716
H -1.649 0.089 -5.484
H -1.999 -1.880 1.309
C 1.020 -1.474 -0.556
H 1.653 1.038 -2.828
C -3.307 1.237 1.271
C -1.124 0.339 3.997
O -1.429 0.101 -1.113
H 5.831 1.291 -2.375
C -3.298 -0.032 4.826
C -0.352 1.884 0.173
C -4.410 0.468 1.822
C -0.956 0.523 0.195
H -0.168 2.204 1.205
C -3.988 -0.918 1.917
C 3.384 0.119 -1.927
C -2.627 -1.002 1.448
Fe -2.786 0.287 2.939
H -5.406 0.850 2.025
O -0.633 0.131 -3.159
O 0.173 -1.972 0.200
H -1.037 1.720 -5.147
H -0.277 -0.194 0.639
H 3.472 1.663 -0.443
H -2.787 1.445 -5.289
H 4.461 -3.311 -0.442
C -1.939 0.766 -3.465
H -1.021 2.614 -0.301
*
```

As for the expectation value of S²: 6.028. As for the LUMO energy (spin up / spin down): 4.577 / 3.546 eV. The value obtained for the gap between HOMO and LUMO (spin up / spin down) is 1.70 / 4.76 eV.

Number 1: largest force on an atom 0.81 eV Å⁻¹, total energy -247129.1165 eV. Number 2: largest force on an atom 0.31 eV Å⁻¹, total energy -26581.2229 eV. Number 3: largest force on an atom 4.20 eV Å⁻¹, total energy -66937.3062 eV.